ORCA calculation (ωB97M-V/def2-TZVPD) on a structure of composition C23H36AlBrClF3NO3PSi.

Values from the calculation:
* max |F|: 3.49 eV/A
* total charge: +2
* total energy: -5384.9467 Eh

Structure (XYZ):
```
71
Properties=species:S:1:pos:R:3:forces:R:3
C -2.98363 1.31995 3.15990 -0.4 0.2 0.4
C -2.51695 2.77500 3.32523 0.7 -0.7 -0.3
P -1.04375 3.36498 2.28203 1.2 0.5 0.4
C -1.44058 4.60784 0.90787 -0.9 -0.7 0.8
C -0.28948 1.86467 1.45313 -0.6 -0.3 -0.9
C 0.72380 1.39185 2.23273 -0.6 0.5 0.0
N 1.44639 0.28318 1.91185 -0.1 0.4 0.4
C 1.25600 -0.42091 0.81989 0.4 -0.4 -0.5
Si 2.37723 -1.98494 0.60207 0.6 -1.4 -0.1
C 3.34406 -2.29216 2.18704 -1.0 0.8 0.2
C 3.58477 -1.85531 -0.82688 -0.7 0.2 0.4
C 1.21485 -3.45386 0.42184 0.3 0.7 0.2
C 0.26825 0.01457 -0.09747 0.0 0.1 0.1
C 0.13007 -0.71896 -1.29743 -0.2 0.2 0.0
C -0.80420 -0.35254 -2.21680 0.4 -0.4 0.0
C -1.59513 0.76272 -1.96978 -0.5 0.3 -0.1
C -1.51331 1.51453 -0.81984 0.6 0.1 -0.4
C -0.55150 1.16191 0.17237 0.1 0.4 0.7
H -3.27442 1.00550 2.16266 0.2 -0.1 -0.1
H -3.87175 1.19202 3.77858 0.0 -0.1 0.1
H -2.24444 0.62059 3.54136 0.2 0.0 -0.1
H -2.10159 2.79823 4.33053 0.1 0.4 0.1
H -3.31529 3.51338 3.30965 -0.1 0.0 -0.1
H -0.72797 4.47270 0.10081 0.1 0.0 -0.1
H -2.47367 4.49082 0.50236 1.2 1.2 -0.1
H -1.39021 5.60886 1.32509 0.2 0.0 0.1
H 0.97641 1.89354 3.15548 0.2 -0.1 0.0
H 2.16768 0.00598 2.56778 0.0 -0.1 0.0
H 3.74061 -1.38269 2.64470 0.4 -0.1 0.0
H 2.65699 -2.72386 2.91784 0.1 -0.1 0.1
H 4.13876 -3.00959 2.01137 0.2 0.1 -0.1
H 4.37879 -2.56928 -0.61837 0.1 -0.1 0.0
H 3.08288 -2.16966 -1.73974 0.2 0.2 -0.2
H 4.01638 -0.86223 -0.92386 0.1 0.0 -0.2
H 0.76028 -3.52171 -0.56080 -0.1 -0.2 -0.1
H 1.79405 -4.35317 0.62788 0.0 -0.1 -0.1
H 0.43183 -3.38908 1.17765 -0.1 -0.1 0.0
H 0.74974 -1.57270 -1.51475 0.2 -0.1 0.2
H -0.90147 -0.94520 -3.11346 -0.2 0.1 -0.2
H -2.32945 1.03536 -2.71671 0.0 0.1 0.0
H -2.21877 2.36492 -0.74842 2.0 -1.1 -0.5
Br -3.55687 2.92101 0.63637 -3.4 -0.9 -0.1
Al -5.09866 4.55330 -1.14727 -0.2 0.2 -0.3
C 2.50501 -10.11173 2.56247 -0.1 0.1 -0.3
C 3.35578 -8.90339 2.88335 -0.1 -0.4 0.5
O 3.85716 -8.28456 1.67581 0.1 0.2 -0.1
C 3.04138 -7.45844 1.05616 -0.1 -0.2 0.4
O 1.92765 -7.15919 1.38440 0.1 0.2 -0.2
C 3.74545 -6.85874 -0.17224 0.2 0.0 -0.6
F 4.40987 -7.77511 -0.86872 0.0 0.0 0.1
F 4.62139 -5.91238 0.21186 0.0 0.1 0.2
F 2.86981 -6.27789 -0.99708 -0.1 0.0 0.2
H 3.06081 -10.81562 1.94312 0.1 0.0 0.1
H 2.20087 -10.61287 3.48006 0.0 0.0 0.0
H 1.60960 -9.82662 2.01041 0.0 0.0 0.1
H 4.23599 -9.19907 3.44908 0.1 0.1 -0.2
H 2.81135 -8.17345 3.48072 0.0 0.1 -0.2
C -2.71623 7.92830 -5.28168 0.1 0.1 0.1
C -2.12527 6.75616 -4.50329 -0.1 -0.1 0.0
C -2.39464 7.18067 -3.06608 0.1 0.3 -0.1
O -3.59137 7.95262 -3.07914 -0.1 -0.2 0.0
C -3.93297 8.28112 -4.43805 -0.1 -0.1 -0.1
H -2.97254 7.68685 -6.31081 0.0 0.0 0.0
H -2.01091 8.76081 -5.29250 0.0 0.0 0.0
H -2.67402 5.83938 -4.73878 0.0 0.0 0.0
H -1.06984 6.57927 -4.70214 0.0 0.0 0.0
H -1.58460 7.80547 -2.67746 0.1 -0.1 0.0
H -2.52731 6.32832 -2.38664 0.0 -0.1 0.1
H -4.80359 7.68392 -4.72764 0.0 0.0 -0.1
H -4.20191 9.33399 -4.49710 0.0 0.0 0.1
Cl -4.64362 1.29259 -0.35259 -0.2 0.5 0.4
```
Positions in Å, forces in eV/Å.

Atomic partial charges in e from the Mulliken method, atoms 1 to 4: atom 1 (C): -0.916, atom 2 (C): -0.750, atom 3 (P): -0.086, atom 4 (C): -1.017